Here is a structure of composition C12H34F2HfN2O6 in a non-equilibrium geometry from the OMol25 dataset. Energies are from wB97M-V/def2-TZVPD.

Each line ends with the Löwdin charge.
Positions of all 57 atoms, in Å:
Hf 2.4722 -1.1567 -1.2386  2.106
F 2.9347 0.7449 -1.2116  -0.292
F 0.9788 -0.1402 -0.7705  -0.402
C 1.5756 -3.1779 2.1202  -0.018
C 0.9842 -3.0859 0.6732  -0.252
C -0.5865 -2.9947 0.6947  -0.155
O -1.2334 -3.9745 1.5836  -0.159
C -2.6593 -3.7959 1.5185  -0.053
N 1.5966 -1.8145 0.2903  -0.136
H 2.5156 -3.7246 2.1957  0.099
H 1.0711 -3.8598 2.8046  0.107
H 1.6522 -2.2671 2.7142  0.108
H 1.1407 -4.0767 0.2466  0.165
H -1.0151 -2.8282 -0.2935  0.105
H -0.8738 -2.0963 1.2409  0.089
H -2.9048 -2.7626 1.7636  0.086
H -3.0416 -4.5227 2.2352  0.109
H -3.1109 -3.9918 0.5460  0.097
H 2.3789 -1.5850 0.8864  0.102
H 0.8517 -1.2594 0.6864  0.081
C -0.4563 3.6919 -0.9607  -0.062
C 1.0268 3.4375 -0.7840  -0.384
C 1.4230 2.3723 0.2975  -0.161
O 2.7960 2.2826 0.0606  -0.176
C 3.3268 1.6248 1.1536  -0.128
N 1.5024 3.2549 -2.1278  0.079
H -0.7688 4.2588 -1.8377  0.110
H -0.9005 4.1258 -0.0648  0.096
H -0.9957 2.7447 -0.9667  0.020
H 1.3039 4.3753 -0.3025  0.151
H 1.0461 1.3611 0.1445  0.087
H 1.2990 2.8137 1.2864  0.146
H 4.4044 1.7838 1.1151  0.114
H 3.1847 0.5662 1.3712  0.065
H 3.2587 2.0876 2.1381  0.120
H 1.2808 4.2149 -2.3503  0.092
H 0.7610 2.8533 -2.6838  0.056
C -1.8420 0.0219 1.0797  -0.192
C -1.7961 1.5621 0.7766  -0.189
O -3.0492 2.2023 1.2040  -0.039
O -0.5749 -0.4474 1.2300  -0.102
H -2.3223 -0.3319 0.1674  0.087
H -2.4482 -0.0842 1.9793  0.154
H -1.5537 1.8774 -0.2383  0.044
H -1.0020 2.0482 1.3433  0.113
H -2.9785 3.1534 1.3136  0.088
H -0.0829 -0.4412 0.4057  0.015
C -0.6522 -0.3988 -3.0148  -0.243
C -1.4303 -1.1975 -2.0634  -0.187
O -2.6151 -0.5106 -1.5258  -0.045
O -0.1414 0.7828 -2.5266  -0.051
H -1.1234 -0.3259 -3.9950  0.160
H 0.2284 -0.9583 -3.3302  0.098
H -0.9132 -1.4442 -1.1361  0.057
H -1.8320 -2.0660 -2.5853  0.152
H -2.4303 0.4310 -1.5519  0.083
H 0.3401 0.6475 -1.7072  -0.015

Computed properties:
**Energy relative to the best compared isomer or geometry (same formula, charge and spin)**: 470.9 kcal per mole
**HOMO**: -14.681 eV
**Charge**: +2

Here is a structure of composition C12H34FNO6S5Si in a non-equilibrium geometry from the OMol25 dataset. Energies are from wB97M-V/def2-TZVPD.

Each line ends with the Löwdin charge.
Positions of all 60 atoms, in Å:
C -2.2432 3.9258 0.7563  -0.136
Si -1.9205 2.7869 -0.6719  0.489
F -0.7224 1.8439 -0.3277  -0.089
O -3.2893 1.7809 -0.8948  -0.066
C -3.3687 0.8892 -0.0036  -0.446
N -3.1418 0.1041 0.8300  0.184
H -2.2115 4.9353 0.3846  0.027
H -1.4747 3.7638 1.4966  0.041
H -3.2048 3.7464 1.2001  0.036
H -1.6334 3.4405 -1.9459  0.024
C 0.1814 -0.7759 1.1556  -0.274
S 0.6230 -0.7026 2.8908  0.799
O 0.6093 0.7292 3.3121  -0.572
C 2.3472 -1.1416 2.6680  -0.265
H -0.8522 -0.4559 1.0558  -0.002
H 0.8321 -0.1250 0.5732  0.026
H 0.2775 -1.8077 0.8160  0.058
H 2.8203 -0.3870 2.0388  0.028
H 2.4201 -2.1263 2.2086  0.061
H 2.8223 -1.1687 3.6462  0.031
C -5.2555 -1.3525 -1.7306  -0.273
S -5.8847 -0.1274 -2.8786  0.788
O -7.3090 0.1093 -2.5346  -0.547
C -5.8722 -1.1990 -4.3230  -0.272
H -5.2299 -0.9015 -0.7427  0.028
H -5.9103 -2.2240 -1.7176  0.061
H -4.2457 -1.6400 -2.0248  0.057
H -6.5013 -2.0692 -4.1364  0.058
H -4.8483 -1.5058 -4.5384  0.044
H -6.2686 -0.6313 -5.1618  0.048
C 3.9238 -3.8413 7.6122  -0.276
S 2.3960 -3.3458 6.8042  0.802
O 2.6163 -3.4889 5.3422  -0.557
C 2.5414 -1.5954 7.1833  -0.270
H 4.0525 -4.9095 7.4537  0.048
H 4.7616 -3.2997 7.1732  0.057
H 3.8515 -3.6356 8.6802  0.051
H 3.4748 -1.2092 6.7735  0.058
H 2.5098 -1.4550 8.2637  0.052
H 1.6984 -1.0837 6.7231  0.051
C 5.1904 1.5111 -1.5414  -0.270
S 4.0241 1.4789 -0.1732  0.807
O 3.0335 0.4113 -0.4793  -0.557
C 3.2345 3.0493 -0.5460  -0.262
H 5.7630 0.5869 -1.5127  0.049
H 4.6502 1.5805 -2.4851  0.057
H 5.8614 2.3615 -1.4232  0.052
H 2.8117 3.0282 -1.5502  0.060
H 3.9681 3.8506 -0.4581  0.053
H 2.4394 3.1984 0.1815  0.050
C -1.6110 0.0035 -6.0019  -0.273
S -0.7677 0.3239 -4.4474  0.783
O -0.4220 1.7698 -4.4265  -0.560
C 0.7301 -0.5765 -4.8571  -0.266
H -2.5686 0.5187 -5.9730  0.047
H -1.0123 0.3850 -6.8288  0.058
H -1.7745 -1.0687 -6.1095  0.051
H 1.1786 -0.1518 -5.7559  0.059
H 0.4891 -1.6285 -5.0074  0.054
H 1.4111 -0.4819 -4.0146  0.048

Computed properties:
**HOMO**: -8.045 eV

Here is a structure of composition C12H34IN3O6V2 in a non-equilibrium geometry from the OMol25 dataset. Energies are from wB97M-V/def2-TZVPD.

Each line ends with the Löwdin charge.
Positions of all 58 atoms, in Å:
O -1.6854 -3.0510 0.3732  -0.140
V -2.6948 -1.8328 0.6988  1.336
O -0.3362 1.3313 -3.4891  -0.200
V -0.7133 0.5393 -2.1291  1.059
I 1.5275 0.8493 1.9896  0.580
O -1.3006 -0.4073 -0.3441  -0.421
H -0.8734 -0.0033 0.4361  -0.082
C -0.6518 -1.0331 4.7586  -0.012
C -0.8909 -1.9732 3.5651  -0.396
C -1.5367 -3.3312 3.9853  -0.197
O -1.8756 -4.0747 2.8845  -0.219
C -2.5171 -5.2983 3.3240  -0.034
N -1.4985 -1.3021 2.4717  -0.007
H 0.0459 -0.2665 4.4213  0.026
H -0.1564 -1.6684 5.4929  0.114
H -1.6039 -0.6320 5.1060  0.105
H 0.1149 -2.0545 3.1529  0.139
H -2.4246 -3.1782 4.5988  0.143
H -0.8297 -3.9171 4.5726  0.150
H -3.4030 -5.1209 3.9339  0.104
H -1.7881 -5.8305 3.9352  0.103
H -2.7167 -6.0112 2.5240  0.105
H -2.0748 -0.6952 3.0371  0.120
H -0.8786 -0.6105 2.0748  -0.029
C 3.1114 -1.4991 -2.4743  -0.016
C 1.7499 -0.9792 -2.8334  -0.375
C 0.7046 -2.0898 -3.0091  -0.138
O -0.5686 -1.4504 -3.1604  -0.296
C -1.3096 -2.1309 -4.1663  -0.009
N 1.3480 0.0085 -1.7869  0.028
H 3.5272 -2.0262 -3.3329  0.113
H 2.9257 -2.2014 -1.6617  0.096
H 3.8820 -0.7883 -2.1760  0.105
H 1.7523 -0.3964 -3.7545  0.156
H 0.8661 -2.7225 -2.1364  0.141
H 1.0304 -2.6865 -3.8611  0.158
H -2.3486 -1.8159 -4.0695  0.109
H -1.2051 -3.1944 -3.9512  0.116
H -0.8317 -1.8011 -5.0887  0.126
H 2.1547 0.5621 -1.5361  0.116
H 1.3294 -0.4682 -0.8967  0.047
C -0.6855 4.2884 -1.9140  -0.051
C 0.4299 3.5342 -1.3308  -0.401
C 1.2348 4.2272 -0.2335  -0.189
O 2.1604 5.2078 -0.7375  -0.126
C 2.4783 6.2578 0.2179  -0.049
N -0.3194 2.3446 -0.8726  -0.017
H -1.3107 4.7648 -1.1589  0.109
H -1.4111 3.6300 -2.3916  0.077
H -0.3857 4.9440 -2.7316  0.119
H 1.1072 3.3385 -2.1621  0.155
H 1.7612 3.4714 0.3494  0.069
H 0.6102 4.6095 0.5738  0.131
H 1.7069 6.5122 0.9449  0.088
H 2.5038 7.2085 -0.3145  0.101
H 3.4013 6.0645 0.7645  0.098
H 0.3322 1.9910 -0.1868  -0.054
H -0.9706 2.8574 -0.2954  0.115

Computed properties:
**2S+1**: 4
**HOMO (spin up / spin down)**: -17.169 / -16.948 eV
**Charge**: +3

Here is a cluster of 6 separate species, C12H34NO11 in total in a non-equilibrium geometry from the OMol25 dataset. Energies are from wB97M-V/def2-TZVPD.

Each line ends with the Löwdin charge.
Positions of all 58 atoms, in Å:
N 3.7336 4.2653 2.8274  -0.520
O 3.6166 5.3335 3.5181  -0.096
O 2.8797 3.3724 2.9686  -0.003
O 4.7537 4.0849 2.1425  0.001
C 3.0151 8.8272 2.5016  -0.054
C 4.4317 8.4937 1.9927  -0.481
C 5.4316 8.7332 3.1054  -0.074
O 4.4944 7.1265 1.6032  -0.078
H 2.6881 9.8564 2.3398  0.069
H 2.9372 8.6413 3.5811  0.070
H 2.2897 8.1319 2.0761  0.055
H 4.5855 9.1303 1.1202  0.129
H 5.1261 8.2979 4.0597  0.075
H 5.5950 9.8018 3.3134  0.075
H 6.4246 8.3430 2.8664  0.074
H 4.3225 6.6119 2.4316  0.041
C 0.0579 5.4104 3.2762  -0.063
C -0.2205 5.0381 1.8300  -0.449
C 0.5403 5.9691 0.8862  -0.070
O 0.3358 3.7098 1.5973  -0.089
H -0.2443 4.6527 3.9977  0.081
H -0.5933 6.2600 3.5503  0.083
H 1.0866 5.7362 3.3968  0.050
H -1.2692 4.9961 1.5372  0.127
H 1.5752 6.0865 1.2257  0.062
H 0.1448 7.0003 0.9622  0.078
H 0.5349 5.7208 -0.1713  0.074
H 1.2624 3.7388 1.9017  0.041
C 5.8516 3.0324 5.5924  -0.278
C 6.9788 2.3941 4.8333  -0.277
O 6.6316 1.9606 3.5579  -0.056
O 4.7490 2.1685 5.7587  -0.061
H 5.5400 3.9377 5.0384  0.111
H 6.2162 3.4082 6.5662  0.114
H 7.3973 1.5418 5.3686  0.118
H 7.7564 3.1751 4.7755  0.114
H 6.3728 2.6185 2.9098  0.054
H 4.0367 2.6793 6.1793  0.045
C 9.4676 4.1929 -0.0600  -0.272
C 8.2915 4.7813 0.6829  -0.256
O 7.1559 4.8892 -0.1354  -0.047
O 9.8294 5.0054 -1.1636  -0.060
H 9.1471 3.2107 -0.4435  0.117
H 10.2792 3.9721 0.6483  0.114
H 8.5797 5.7418 1.1081  0.122
H 8.0467 4.0349 1.4471  0.114
H 6.5292 4.1806 0.0204  0.078
H 10.5817 4.5919 -1.5950  0.076
C 2.6557 5.5729 6.9246  -0.251
C 1.9531 4.2381 7.0647  -0.246
O 2.2316 3.2941 6.0403  -0.074
O 2.2060 6.2645 5.7791  -0.080
H 3.7355 5.3817 6.9084  0.119
H 2.3914 6.2228 7.7597  0.114
H 0.8608 4.3823 7.1033  0.116
H 2.1584 3.7798 8.0404  0.117
H 2.0479 3.7278 5.1862  0.075
H 2.7711 5.9642 5.0461  0.030

Computed properties:
**Energy relative to the best compared isomer or geometry (same formula, charge and spin)**: 15.1 kcal per mole
**HOMO**: -6.545 eV
**Charge**: -1

Here is a structure of composition C12H35CdN3O5 in a non-equilibrium geometry from the OMol25 dataset. Energies are from wB97M-V/def2-TZVPD.

Each line ends with the Löwdin charge.
Positions of all 56 atoms, in Å:
Cd -0.3158 1.3000 0.3876  1.291
O -1.2998 2.8149 -0.6965  -0.533
H -1.2008 3.7380 -0.9453  -0.106
O -1.2998 0.9872 2.1561  -0.523
H -1.8458 1.5881 2.6721  -0.080
C 2.4006 -2.2466 0.6268  -0.068
C 1.2788 -1.8612 1.5630  -0.436
C 1.5224 -2.3735 2.9801  -0.222
O 0.4784 -2.0988 3.8661  -0.178
C -0.6310 -2.9685 3.7531  -0.094
N 1.0202 -0.4025 1.5015  -0.010
H 3.3390 -1.8119 0.9982  0.083
H 2.2315 -1.8823 -0.3863  0.060
H 2.5669 -3.3237 0.5735  0.080
H 0.3360 -2.2967 1.2090  0.121
H 2.4121 -1.8957 3.4103  0.134
H 1.7428 -3.4541 2.9379  0.127
H -1.1274 -2.8627 2.7845  0.081
H -1.3323 -2.7103 4.5398  0.090
H -0.3141 -4.0121 3.8767  0.089
H 0.3681 -0.2050 2.2835  0.040
H 1.8637 0.0661 1.8511  0.078
C 3.5350 2.0368 -1.8739  -0.061
C 2.5069 1.7974 -0.7814  -0.425
C 2.2703 3.0555 0.0541  -0.198
O 1.4065 2.7353 1.1361  -0.295
C 1.0094 3.8525 1.8806  -0.112
N 1.2137 1.2633 -1.3006  -0.014
H 3.1683 2.7909 -2.5809  0.086
H 3.7061 1.1256 -2.4480  0.078
H 4.4867 2.4055 -1.4896  0.081
H 2.8956 1.0398 -0.0930  0.122
H 1.8407 3.8618 -0.5529  0.135
H 3.2501 3.3705 0.4370  0.134
H 0.5060 4.6105 1.2768  0.092
H 1.8682 4.2945 2.4078  0.093
H 0.3187 3.5100 2.6498  0.087
H 1.4185 0.4715 -1.9092  0.083
H 0.8500 1.9593 -1.9581  0.081
C -0.9301 -2.1663 -1.7631  -0.059
C -1.7941 -0.9389 -1.9931  -0.418
C -3.1804 -1.3414 -2.4463  -0.243
O -3.8366 -0.2173 -2.9524  -0.175
C -5.1937 -0.4593 -3.2276  -0.110
N -1.8185 -0.1078 -0.7680  -0.012
H -0.0482 -1.8843 -1.1880  0.047
H -0.5966 -2.6010 -2.7069  0.081
H -1.4956 -2.9285 -1.2205  0.084
H -1.3772 -0.2979 -2.7743  0.142
H -3.7355 -1.8089 -1.6170  0.133
H -3.0846 -2.1164 -3.2306  0.132
H -5.5816 0.4004 -3.7712  0.089
H -5.7631 -0.5682 -2.2965  0.091
H -5.3252 -1.3521 -3.8496  0.087
H -2.3975 0.7078 -0.9913  0.059
H -2.2860 -0.5893 -0.0011  0.079

Computed properties:
**Energy relative to the best compared isomer or geometry (same formula, charge and spin)**: 0.0 kcal per mole
**HOMO**: -7.586 eV

Here is a structure of composition C12H35N3O6V in a non-equilibrium geometry from the OMol25 dataset. Energies are from wB97M-V/def2-TZVPD.

Each line ends with the Löwdin charge.
Positions of all 57 atoms, in Å:
O -30.1814 -16.1172 -2.3077  -0.230
V -29.6998 -15.2466 -3.5160  0.963
O -27.7194 -15.7113 -3.1426  -0.385
H -26.9220 -16.1131 -2.7460  0.003
O -31.7448 -14.6676 -4.0062  0.039
H -31.7041 -13.8203 -3.5215  0.047
C -30.6979 -17.8883 -7.1173  -0.045
C -30.5437 -17.4947 -5.6397  -0.319
C -29.7076 -18.5718 -4.7265  -0.129
O -29.8679 -18.4722 -3.3073  -0.250
C -29.1448 -19.2934 -2.4674  -0.111
N -29.7731 -16.2345 -5.6612  0.006
H -31.7334 -18.0502 -7.4168  0.086
H -30.3005 -18.8803 -7.3323  0.084
H -30.2904 -17.2150 -7.8714  0.082
H -31.5085 -17.3504 -5.1536  0.135
H -28.6348 -18.5825 -4.9192  0.127
H -30.0281 -19.5656 -5.0392  0.119
H -29.4529 -20.2877 -2.7907  0.094
H -29.7293 -19.0806 -1.5723  0.108
H -28.0595 -19.2180 -2.3997  0.096
H -28.8080 -16.5017 -5.7924  0.099
H -30.1079 -15.7663 -6.4912  0.092
C -28.5904 -14.8433 4.2945  -0.047
C -28.7201 -16.0887 3.3540  -0.450
C -28.4985 -15.7440 1.8853  -0.235
O -28.5759 -16.9308 1.1383  -0.168
C -27.7521 -16.8562 -0.0683  -0.074
N -27.9460 -17.2116 3.8275  0.043
H -29.5120 -14.2641 4.3526  0.071
H -27.7560 -14.2241 3.9654  0.063
H -28.2718 -15.1363 5.2949  0.074
H -29.7391 -16.4598 3.4632  0.132
H -27.5690 -15.1776 1.9440  0.124
H -29.3393 -15.1270 1.5685  0.112
H -27.9797 -17.7176 -0.6963  0.055
H -26.6924 -17.0065 0.1377  0.089
H -27.8403 -15.9367 -0.6469  0.061
H -28.1969 -18.0389 3.3052  0.072
H -26.9800 -16.9822 3.6424  0.074
C -27.8769 -11.3699 -4.0499  -0.018
C -28.5440 -12.4891 -3.2735  -0.450
C -29.4223 -12.1470 -2.0974  -0.142
O -29.9591 -13.4097 -1.6716  -0.262
C -30.7851 -13.2614 -0.5124  -0.058
N -29.3458 -13.1296 -4.2261  -0.018
H -27.2291 -11.8111 -4.8074  0.098
H -27.2983 -10.7959 -3.3261  0.096
H -28.6497 -10.7207 -4.4614  0.097
H -27.7949 -13.2041 -2.9332  0.139
H -30.2988 -11.5314 -2.2996  0.140
H -28.7899 -11.7259 -1.3159  0.148
H -31.6002 -12.5499 -0.6445  0.101
H -30.1550 -12.9707 0.3281  0.095
H -31.1043 -14.2541 -0.1948  0.098
H -28.7994 -13.1022 -5.0751  0.110
H -30.1410 -12.5919 -4.5405  0.118

Computed properties:
**Energy relative to the best compared isomer or geometry (same formula, charge and spin)**: 33.3 kcal per mole
**2S+1**: 3
**HOMO (spin up / spin down)**: -10.819 / -10.819 eV
**Charge**: +1